[1]
Below is a 2-piece molecular cluster, C4H12NS3 overall, with properties calculated with the ωB97M-V functional and the def2-TZVPD basis.

The geometry in ORCA input format:
```
! wB97M-V def2-TZVPD RIJCOSX def2/J DEFGRID3
* xyz -1 1
C 0.48 1.33 2.29
H -1.57 0.77 2.56
C -0.60 0.26 2.49
C 0.56 -0.67 -2.38
H 0.60 -2.81 -2.76
H 1.24 -0.35 -3.17
S -0.62 -0.98 1.17
H -0.44 -0.23 3.46
S -1.13 -0.50 -3.04
S -2.06 0.78 -1.70
H 1.45 0.83 2.28
H 0.66 -0.01 -1.53
H 0.26 -2.35 -1.07
H 0.06 1.44 0.33
C 0.84 -2.11 -1.96
H -2.01 -0.04 -0.60
H 0.48 2.03 3.14
H -0.43 2.75 1.15
H 1.90 -2.24 -1.71
N 0.35 2.10 1.05
*
```

Highest occupied orbital energy, eV: -3.07


[2]
Below is a 4-piece molecular cluster, C14H27ClO16S4 overall at a distorted geometry, with properties calculated with the ωB97M-V functional and the def2-TZVPD basis.

The geometry in ORCA input format:
```
! wB97M-V def2-TZVPD RIJCOSX def2/J DEFGRID3
* xyz 0 1
H 1.25 -3.83 -1.13
H -0.99 -3.47 -0.28
C 4.27 -2.46 3.51
H 0.87 1.45 0.79
O 3.70 1.59 3.50
C 0.53 -3.44 -1.87
C 3.89 -1.11 2.94
H 0.75 -3.97 -2.80
H 3.69 -0.39 3.72
C -0.55 1.45 -2.82
S 4.04 2.90 3.05
O -5.18 1.23 -2.05
O 3.01 -3.04 3.89
O 2.84 3.44 2.13
H -0.52 2.07 -0.12
O 3.85 3.92 4.27
C 0.65 -1.13 -0.70
O 5.26 3.17 2.40
H 3.46 5.77 3.46
H -3.25 1.04 -2.81
C 0.30 0.33 -1.01
H -0.97 2.44 -2.55
C -1.08 0.47 1.16
H 1.25 3.65 3.42
H -0.63 -0.42 1.61
O -7.16 2.59 -2.56
H 1.93 -1.88 -2.22
H 4.66 -0.71 2.27
O -2.07 -2.07 -3.00
H 4.93 -2.38 4.37
Cl -3.82 -3.09 -0.99
H -4.52 2.17 -4.56
O -6.21 1.04 -4.23
H 4.72 -3.10 2.75
C 0.85 -1.94 -2.01
O -7.37 0.14 -2.27
H -4.43 0.50 -5.16
H 1.47 5.00 2.28
O 1.67 -3.55 1.89
O -2.63 -4.38 -3.20
H 0.37 -1.46 -2.87
O -0.83 0.45 -1.92
S 1.87 -2.55 2.88
C -0.86 -3.81 -1.31
H -1.90 0.09 0.54
H 1.62 -1.10 -0.20
O 0.80 -2.02 3.65
H 2.39 5.30 4.80
H 1.18 0.81 -1.46
S -6.65 1.28 -2.70
H -4.27 -0.40 -2.91
H -0.90 -4.90 -1.26
O 0.07 1.28 -3.78
S -2.25 -3.32 -2.34
C -4.26 0.68 -3.01
H -0.04 -1.61 -0.01
H -1.51 1.12 1.91
C -4.79 1.13 -4.35
C 2.91 4.94 3.91
C -0.05 1.16 0.26
C 1.98 4.28 2.92
O 2.67 -1.34 2.22
*
```

Highest occupied orbital energy, eV: -10.72


[3]
Below is a 2-piece molecular cluster, H4O2 overall, with properties calculated with the ωB97M-V functional and the def2-TZVPD basis.

The geometry in ORCA input format:
```
! wB97M-V def2-TZVPD RIJCOSX def2/J DEFGRID3
* xyz 0 1
O -0.68 -1.68 0.29
H -0.62 -0.73 0.28
H 0.02 -1.98 -0.28
O 0.53 1.10 0.00
H 0.54 1.50 -0.87
H 0.21 1.79 0.58
*
```

Highest occupied orbital energy, eV: -10.99


[4]
Below is C4H8O2 as an isolated structure, with properties calculated with the ωB97M-V functional and the def2-TZVPD basis.

The geometry in ORCA input format:
```
! wB97M-V def2-TZVPD RIJCOSX def2/J DEFGRID3
* xyz 0 1
C -0.67 -0.75 0.02
H 1.26 -1.70 0.47
H -0.59 -0.89 1.70
O -2.65 0.55 -0.33
O 0.20 -0.29 1.63
H -2.96 -0.36 -0.19
H -0.83 1.41 -0.24
H 2.02 0.02 -1.22
H 1.33 1.31 -0.20
H 2.67 0.32 0.40
C 1.75 0.30 -0.19
H -1.04 0.34 -1.64
C -1.27 0.46 -0.56
C 0.78 -0.72 0.36
*
```

Highest occupied orbital energy, eV: -8.98


[5]
Below is C8H8O2 as an isolated structure at a distorted geometry, with properties calculated with the ωB97M-V functional and the def2-TZVPD basis.

The geometry in ORCA input format:
```
! wB97M-V def2-TZVPD RIJCOSX def2/J DEFGRID3
* xyz 0 1
H 0.52 2.04 -0.69
C 2.35 -1.12 0.11
C 0.20 -0.07 -0.43
H -3.48 -0.15 -0.89
H 4.01 -0.29 0.64
H 0.65 -2.00 -0.38
C 1.01 -1.20 -0.19
H 3.01 -2.16 0.31
H -1.19 0.91 -1.72
C -1.11 -0.14 -0.90
C 0.96 1.24 -0.34
O -1.90 0.09 1.44
H -1.35 -0.97 -1.58
H 2.84 2.33 0.24
C -2.20 -0.01 0.25
C 2.87 0.06 0.36
O -3.43 -0.01 -0.12
C 2.19 1.18 0.08
*
```

Highest occupied orbital energy, eV: -9.20


[6]
Below is C3H4N2O4 as an isolated structure at a distorted geometry, with properties calculated with the ωB97M-V functional and the def2-TZVPD basis.

The geometry in ORCA input format:
```
! wB97M-V def2-TZVPD RIJCOSX def2/J DEFGRID3
* xyz 0 1
O -2.15 -0.45 -0.58
C -0.98 -0.34 -0.69
O -1.03 1.27 1.63
C -0.32 0.93 0.72
H -0.65 0.19 -2.60
N -0.17 -0.15 -1.79
H 1.41 -0.09 2.55
H 0.99 1.36 -0.59
O -0.02 -1.73 0.20
N 1.32 -0.88 1.92
C 0.51 -0.97 1.01
O 0.61 1.77 0.20
H 0.47 -0.91 -1.97
*
```

Highest occupied orbital energy, eV: -9.07


| no. | orbital gap (eV) |
| --- | --- |
| 1 | 6.3 |
| 2 | 10.9 |
| 3 | 11.6 |
| 4 | 9.5 |
| 5 | 9.6 |
| 6 | 8.0 |